A) ORCA calculation (the ωB97M-V functional and the def2-TZVPD basis) on 2 unconnected molecules or ions with the total composition C4H14N3.

Results
- orbital gap (eV) = 10.6
- charge = +1
- lowest unoccupied orbital energy (eV) = -2.86
- HOMO (eV) = -13.50

Each line ends with the natural charge from an NBO analysis.
Cartesian coordinates (Å):
C  2.127  -1.314  0.467  -0.629
C  -0.153  1.212  1.211  -0.394
C  0.642  -1.150  0.302  -0.245
C  -1.243  0.187  -1.212  0.399
N  -2.361  -0.202  -0.657  -0.768
N  -1.263  1.308  -1.914  -0.784
N  0.402  0.280  0.055  -0.571
H  2.692  -1.077  -0.426  0.218
H  2.574  -0.868  1.487  0.236
H  2.289  -2.417  0.453  0.233
H  -0.689  2.008  0.566  0.186
H  -0.831  0.598  1.701  0.201
H  0.492  1.712  1.869  0.225
H  0.284  -1.507  1.189  0.219
H  0.258  -1.741  -0.573  0.179
H  -0.551  -0.590  -1.422  0.217
H  -2.590  -1.096  -0.076  0.455
H  -2.962  0.617  -0.424  0.395
H  -1.958  2.015  -1.696  0.403
H  -0.504  1.679  -2.560  0.442
H  1.159  0.736  -0.358  0.384

B) ORCA calculation (the ωB97M-V functional and the def2-TZVPD basis) on 2 unconnected molecules or ions with the total composition C4H14N3.

Results
- orbital gap (eV) = 11.6
- charge = +1
- lowest unoccupied orbital energy (eV) = -3.15
- HOMO (eV) = -14.71

Each line ends with the natural charge from an NBO analysis.
Cartesian coordinates (Å):
C  -1.849  0.408  -2.363  -0.470
C  -0.793  -0.974  -0.679  0.689
N  -1.468  -0.864  -1.840  -0.530
N  -0.768  0.058  0.183  -0.822
N  -0.063  -2.093  -0.356  -0.751
H  -1.389  -1.613  -2.490  0.418
H  -0.454  0.956  -0.125  0.428
H  -0.585  -0.059  1.265  0.433
H  -0.241  -3.021  -0.770  0.428
H  0.149  -2.091  0.649  0.417
H  -2.900  0.463  -2.995  0.254
H  -1.171  0.995  -3.006  0.235
H  -2.172  0.985  -1.456  0.232
C  2.160  0.939  1.076  -0.617
C  1.275  0.779  2.309  -0.607
H  3.138  1.186  1.470  0.243
H  2.250  -0.052  0.546  0.201
H  1.778  1.664  0.399  0.198
H  1.837  0.028  2.879  0.232
H  1.102  1.642  3.113  0.241
H  0.162  0.662  2.190  0.146

Referenced to the most stable arrangement, the calculated values in eV are A) 0.857; B) 0.000.

A) ORCA calculation (the ωB97M-V functional and the def2-TZVPD basis) on 2 unconnected molecules or ions with the total composition C4H14N3.

Results
- orbital gap (eV) = 8.7
- charge = +1
- lowest unoccupied orbital energy (eV) = -4.04
- HOMO (eV) = -12.78

Each line ends with the natural charge from an NBO analysis.
Cartesian coordinates (Å):
N  -1.851  -1.165  -0.367  -0.708
C  -1.407  -1.151  -1.604  0.405
N  -0.123  -1.261  -1.974  -0.722
H  -1.256  -1.314  0.436  0.440
H  -2.812  -0.885  -0.200  0.444
H  -2.129  -0.876  -2.375  0.239
H  0.208  -1.153  -2.922  0.447
H  0.644  -1.252  -1.272  0.432
C  0.961  2.110  -0.342  -0.625
C  1.288  0.999  0.657  -0.230
N  0.060  0.628  1.374  -0.601
C  0.145  -0.753  1.923  -0.438
H  1.883  2.562  -0.786  0.238
H  0.385  2.937  0.100  0.237
H  0.444  1.612  -1.192  0.174
H  2.031  1.393  1.437  0.213
H  1.828  0.161  0.157  0.145
H  -0.710  0.709  0.703  0.331
H  -0.813  -0.972  2.422  0.210
H  0.320  -1.514  1.136  0.125
H  0.903  -0.815  2.691  0.245

B) ORCA calculation (the ωB97M-V functional and the def2-TZVPD basis) on 2 unconnected molecules or ions with the total composition C4H14N3.

Results
- orbital gap (eV) = 11.3
- charge = +1
- lowest unoccupied orbital energy (eV) = -3.14
- HOMO (eV) = -14.39

Each line ends with the natural charge from an NBO analysis.
Cartesian coordinates (Å):
C  0.538  1.356  -0.226  -0.461
C  0.537  -0.589  -1.514  0.685
N  -0.220  0.337  -0.918  -0.536
N  1.893  -0.517  -1.592  -0.808
N  -0.047  -1.575  -2.240  -0.747
H  -1.190  0.114  -0.661  0.438
H  2.376  -0.297  -0.736  0.427
H  2.431  -0.827  -2.382  0.438
H  -1.027  -1.728  -2.096  0.425
H  0.614  -2.254  -2.600  0.428
H  1.087  0.995  0.640  0.214
H  0.055  2.339  -0.136  0.262
H  1.351  1.730  -0.923  0.233
C  -1.292  -0.277  2.686  -0.629
C  -1.309  1.160  3.128  -0.622
H  -0.451  -0.673  2.128  0.182
H  -1.136  -0.971  3.548  0.224
H  -2.204  -0.612  2.192  0.207
H  -1.807  1.105  4.078  0.229
H  -0.356  1.654  3.304  0.213
H  -1.898  1.771  2.385  0.199

Referenced to the most stable arrangement, the calculated values in eV are A) 0.465; B) 0.000.

A) ORCA calculation (the ωB97M-V functional and the def2-TZVPD basis) on 2 unconnected molecules or ions with the total composition C4H14N3.

Results
- orbital gap (eV) = 10.7
- charge = +1
- lowest unoccupied orbital energy (eV) = -3.43
- HOMO (eV) = -14.17

Each line ends with the natural charge from an NBO analysis.
Cartesian coordinates (Å):
C  -1.157  2.457  -0.465  -0.627
C  -0.072  2.488  -1.539  -0.633
H  -2.211  2.502  -0.724  0.225
H  -1.048  1.708  0.324  0.175
H  -0.962  3.371  0.108  0.220
H  -0.426  2.218  -2.546  0.214
H  0.191  3.505  -1.757  0.227
H  0.746  1.779  -1.432  0.201
C  -1.397  -1.132  0.646  -0.415
C  1.025  -1.686  0.601  0.677
N  -0.147  -1.499  -0.029  -0.586
N  1.745  -2.746  0.223  -0.741
N  1.601  -0.696  1.279  -0.735
H  -0.235  -1.833  -0.977  0.425
H  1.273  -3.590  -0.041  0.431
H  2.723  -2.807  0.471  0.421
H  1.161  0.179  1.505  0.440
H  2.346  -0.995  1.892  0.414
H  -1.124  -0.897  1.657  0.210
H  -2.075  -1.985  0.641  0.221
H  -1.959  -0.340  0.163  0.235

B) ORCA calculation (the ωB97M-V functional and the def2-TZVPD basis) on 2 unconnected molecules or ions with the total composition C4H14N3.

Results
- orbital gap (eV) = 9.8
- charge = +1
- lowest unoccupied orbital energy (eV) = -3.01
- HOMO (eV) = -12.77

Each line ends with the natural charge from an NBO analysis.
Cartesian coordinates (Å):
N  -0.923  1.191  -0.580  -0.732
C  -0.426  2.369  0.249  -0.057
N  -1.430  3.063  0.954  -0.808
H  -1.299  0.476  0.041  0.424
H  -1.682  1.498  -1.183  0.423
H  0.300  1.968  0.944  0.212
H  0.076  3.043  -0.444  0.217
H  -2.053  3.605  0.371  0.382
H  -1.949  2.511  1.623  0.381
C  0.615  -2.887  1.273  -0.644
C  1.054  -1.782  0.373  -0.210
C  0.585  -1.565  -0.844  -0.070
N  0.999  -0.458  -1.679  -0.861
H  -0.237  -3.433  0.877  0.221
H  1.423  -3.606  1.424  0.239
H  0.349  -2.517  2.264  0.226
H  1.845  -1.136  0.739  0.198
H  -0.187  -2.162  -1.307  0.205
H  1.878  -0.079  -1.329  0.384
H  1.211  -0.801  -2.616  0.404
H  -0.149  0.702  -1.150  0.465

C) ORCA calculation (the ωB97M-V functional and the def2-TZVPD basis) on a gas-phase ion, C4H14N3 (charge +1).

Results
- orbital gap (eV) = 11.2
- charge = +1
- lowest unoccupied orbital energy (eV) = -3.04
- HOMO (eV) = -14.23
- SMILES = CC[C@@H](N)[C@H](N)[NH3+]

Each line ends with the natural charge from an NBO analysis.
Cartesian coordinates (Å):
C  -2.626  -0.119  0.216  -0.621
C  -1.155  -0.603  0.402  -0.450
C  -0.121  0.009  -0.600  -0.066
N  -0.142  1.457  -0.420  -0.886
C  1.459  -0.344  -0.450  0.110
N  1.665  -1.595  0.148  -0.824
N  2.081  0.877  0.216  -0.742
H  -3.214  -0.837  0.740  0.242
H  -2.864  0.877  0.605  0.207
H  -3.012  -0.158  -0.799  0.219
H  -1.134  -1.700  0.210  0.232
H  -1.079  -0.545  1.486  0.222
H  -0.527  -0.405  -1.542  0.231
H  -1.102  1.707  0.007  0.407
H  -0.335  1.935  -1.336  0.398
H  1.957  -0.291  -1.387  0.201
H  2.551  -2.097  0.306  0.413
H  1.087  -1.663  0.941  0.373
H  3.137  0.998  0.060  0.442
H  1.932  0.790  1.190  0.415
H  1.442  1.706  0.009  0.477

Referenced to the most stable arrangement, the calculated values in eV are A) 0.000; B) 0.153; C) 0.774.

A) ORCA calculation (the ωB97M-V functional and the def2-TZVPD basis) on 2 unconnected molecules or ions with the total composition C4H14N3.

Results
- orbital gap (eV) = 9.5
- charge = +1
- lowest unoccupied orbital energy (eV) = -3.20
- HOMO (eV) = -12.66

Each line ends with the natural charge from an NBO analysis.
Cartesian coordinates (Å):
C  0.456  -2.481  -0.749  -0.644
C  0.537  -0.970  -0.754  -0.223
N  -0.363  -0.397  -1.816  -0.484
C  -0.563  1.081  -1.732  -0.415
H  0.709  -2.917  -1.711  0.227
H  1.150  -2.861  0.000  0.261
H  -0.535  -2.813  -0.437  0.220
H  0.251  -0.489  0.176  0.242
H  1.534  -0.603  -0.986  0.229
H  -1.262  -0.878  -1.763  0.427
H  0.015  -0.617  -2.736  0.429
H  -1.010  1.314  -0.770  0.246
H  -1.256  1.372  -2.514  0.231
H  0.395  1.573  -1.837  0.241
N  -0.455  0.561  3.014  -0.799
C  0.154  1.683  2.526  0.298
N  0.734  1.737  1.393  -0.787
H  -0.767  -0.132  2.355  0.376
H  -1.049  0.675  3.817  0.400
H  0.112  2.532  3.203  0.165
H  1.214  2.628  1.322  0.358

B) ORCA calculation (the ωB97M-V functional and the def2-TZVPD basis) on 2 unconnected molecules or ions with the total composition C4H14N3.

Results
- orbital gap (eV) = 11.8
- charge = +1
- lowest unoccupied orbital energy (eV) = -3.10
- HOMO (eV) = -14.93

Each line ends with the natural charge from an NBO analysis.
Cartesian coordinates (Å):
C  -2.047  1.275  -0.917  -0.443
C  0.393  0.944  -1.258  0.676
N  -0.868  0.610  -1.468  -0.549
N  0.667  1.858  -0.331  -0.780
N  1.413  0.347  -1.871  -0.766
H  -1.041  -0.134  -2.192  0.430
H  -0.022  2.161  0.405  0.439
H  1.576  2.225  -0.150  0.427
H  1.371  -0.521  -2.351  0.428
H  2.362  0.658  -1.744  0.424
H  -1.752  2.338  -0.685  0.218
H  -2.323  0.786  0.111  0.233
H  -2.905  1.292  -1.674  0.261
C  -0.335  -1.561  1.836  -0.599
C  1.171  -1.884  1.708  -0.606
H  -0.945  -2.370  1.438  0.212
H  -0.515  -1.347  2.894  0.219
H  -0.595  -0.745  1.216  0.162
H  1.355  -2.475  2.608  0.227
H  1.696  -0.954  1.555  0.190
H  1.344  -2.502  0.872  0.198

Referenced to the most stable arrangement, the calculated values in eV are A) 0.184; B) 0.000.

A) ORCA calculation (the ωB97M-V functional and the def2-TZVPD basis) on 2 unconnected molecules or ions with the total composition C5H13NOSi.

Results
- orbital gap (eV) = 10.2
- lowest unoccupied orbital energy (eV) = 0.70
- HOMO (eV) = -9.52
- SMILES = CCC#[N+][O-].CC[SiH3]

Each line ends with the natural charge from an NBO analysis.
Cartesian coordinates (Å):
C  1.120  2.400  -1.788  -0.612
C  0.773  1.955  -0.351  -0.505
C  1.785  1.050  0.132  0.182
N  2.775  0.448  0.203  0.204
O  3.735  -0.227  0.443  -0.425
H  2.285  2.417  -1.921  0.227
H  0.767  1.589  -2.526  0.208
H  0.522  3.233  -2.229  0.230
H  -0.303  1.542  -0.394  0.244
H  0.747  2.955  0.180  0.250
C  0.366  -2.646  -0.927  -0.607
C  0.078  -1.313  -0.310  -0.811
Si  -1.773  -0.930  0.013  0.823
H  0.176  -2.515  -2.060  0.205
H  1.491  -3.002  -0.724  0.214
H  -0.150  -3.511  -0.485  0.214
H  0.594  -0.553  -0.713  0.215
H  0.454  -1.369  0.636  0.222
H  -2.368  -2.259  0.088  -0.162
H  -2.340  -0.201  -1.135  -0.172
H  -1.974  -0.078  1.376  -0.146

B) ORCA calculation (the ωB97M-V functional and the def2-TZVPD basis) on C5H13NOSi in the gas phase.

Results
- orbital gap (eV) = 9.7
- lowest unoccupied orbital energy (eV) = 0.65
- HOMO (eV) = -9.08
- SMILES = CNC(=O)C(C)(C)[SiH3]

Each line ends with the natural charge from an NBO analysis.
Cartesian coordinates (Å):
C  0.150  0.041  -3.080  -0.408
N  0.402  0.224  -1.649  -0.654
C  -0.455  -0.426  -0.782  0.712
O  -1.364  -1.208  -1.021  -0.616
C  -0.222  -0.085  0.939  -0.524
C  0.304  1.347  1.003  -0.626
C  -1.580  -0.180  1.677  -0.607
Si  1.175  -1.251  1.399  0.889
H  -0.910  -0.268  -3.415  0.234
H  0.430  1.098  -3.406  0.186
H  0.866  -0.613  -3.419  0.195
H  0.945  1.032  -1.532  0.410
H  0.265  1.865  2.052  0.229
H  1.242  1.332  0.598  0.196
H  -0.246  2.124  0.276  0.203
H  -1.407  -0.182  2.682  0.206
H  -2.252  0.744  1.314  0.213
H  -2.036  -1.212  1.588  0.232
H  1.174  -2.704  0.836  -0.125
H  1.161  -1.052  3.024  -0.158
H  2.357  -0.623  0.917  -0.186

Referenced to the most stable arrangement, the calculated values in eV are A) 2.459; B) 0.000.

A) ORCA calculation (the ωB97M-V functional and the def2-TZVPD basis) on C2H3NO2S2 in the gas phase.

Results
- orbital gap (eV) = 8.4
- lowest unoccupied orbital energy (eV) = -0.47
- HOMO (eV) = -8.88
- SMILES = O=C(O)C(=S)NS

Each line ends with the natural charge from an NBO analysis.
Cartesian coordinates (Å):
O  1.485  -0.396  2.139  -0.528
C  0.869  0.333  1.376  0.725
O  0.742  1.667  1.541  -0.696
C  0.143  -0.190  0.149  -0.048
S  0.117  -1.784  -0.237  -0.074
N  -0.465  0.775  -0.525  -0.673
S  -1.383  0.584  -1.966  0.173
H  1.192  1.851  2.377  0.516
H  -0.353  1.688  -0.113  0.435
H  -1.208  -0.787  -1.933  0.169

B) ORCA calculation (the ωB97M-V functional and the def2-TZVPD basis) on a molecular structure, C2H3NO2S2.

Results
- orbital gap (alpha / beta) (eV) = 7.8 / 6.2
- lowest unoccupied orbital energy (alpha / beta) (eV) = -1.70 / -1.98
- HOMO (alpha / beta) (eV) = -9.47 / -8.16

Each line ends with the natural charge from an NBO analysis.
Cartesian coordinates (Å):
C  1.305  0.184  0.921  0.011
C  1.350  0.997  -0.208  -0.444
N  0.139  -0.198  1.456  -0.665
O  -2.214  0.612  0.952  -0.896
O  -1.522  -1.831  -1.418  -0.576
S  -0.031  1.324  -1.043  0.222
S  -1.040  0.033  0.392  1.481
H  2.209  -0.186  1.461  0.222
H  2.125  1.273  -0.747  0.223
H  -2.320  -2.208  -1.767  0.420

C) ORCA calculation (the ωB97M-V functional and the def2-TZVPD basis) on 2 unconnected molecules or ions with the total composition C2H3NO2S2.

Results
- orbital gap (eV) = 8.3
- lowest unoccupied orbital energy (eV) = -0.60
- HOMO (eV) = -8.88

Each line ends with the natural charge from an NBO analysis.
Cartesian coordinates (Å):
C  0.149  0.146  0.987  0.013
C  0.058  -1.069  -0.845  -0.403
N  0.044  1.379  0.825  0.283
O  -0.056  2.205  1.753  -0.479
O  0.214  1.725  -0.507  -0.540
S  -1.098  -2.151  -0.242  0.159
S  0.913  -0.854  -2.168  0.137
H  -0.029  -0.506  1.825  0.216
H  -1.212  -3.181  -1.053  0.124
H  1.016  2.307  -0.574  0.490

D) ORCA calculation (the ωB97M-V functional and the def2-TZVPD basis) on C2H3NO2S2 in the gas phase.

Results
- orbital gap (eV) = 8.5
- lowest unoccupied orbital energy (eV) = -0.31
- HOMO (eV) = -8.81
- SMILES = O=S1#S(O)=CC=N1

Each line ends with the natural charge from an NBO analysis.
Cartesian coordinates (Å):
O  -2.201  -0.068  -0.955  -0.937
S  -1.950  0.064  0.465  1.377
S  0.073  -1.217  -0.362  0.722
O  1.184  -1.933  0.538  -0.853
C  0.705  0.387  -0.420  -0.528
C  0.091  1.492  0.062  0.032
N  -1.021  1.248  0.907  -0.782
H  0.955  -2.889  0.510  0.497
H  1.745  0.337  -0.545  0.235
H  0.419  2.579  -0.200  0.237

Referenced to the most stable arrangement, the calculated values in eV are A) 0.000; B) 4.784; C) 6.678; D) 2.826.